1.
15
Properties=species:S:1:pos:R:3:nbo_charge:R:1 method="wB97M-V/def2-TZVPD" de_lowest_kcal_mol=75.1 gap_ev=10.1 smiles="C=C[C@@H]1[C@@H]2C=NO[C@H]12"
C -0.93701 -0.05089 -1.85796 -0.365
C -1.37323 -0.26842 -0.59824 -0.207
C -0.45238 -0.79459 0.44444 -0.278
C 0.32690 0.10604 1.38612 -0.317
C 0.69500 1.43366 0.80558 0.011
N 1.44385 1.42593 -0.23087 -0.067
O 1.75198 0.10277 -0.44974 -0.354
C 1.05178 -0.74199 0.43195 0.069
H -1.52755 0.32557 -2.68964 0.201
H 0.07787 -0.32799 -2.11284 0.204
H -2.44229 -0.15626 -0.37230 0.208
H -0.81205 -1.71343 0.91055 0.232
H 0.37423 -0.01970 2.47307 0.235
H 0.28567 2.36526 1.18213 0.210
H 1.53722 -1.68595 0.67775 0.218

***

2.
15
Properties=species:S:1:pos:R:3:nbo_charge:R:1 method="wB97M-V/def2-TZVPD" de_lowest_kcal_mol=63.4 gap_ev=10.9 smiles="C#C[C@H]1[C@@H](C)N1C=O"
C -0.70948 2.17641 1.83901 -0.264
C -0.12822 1.22124 1.33749 0.061
C 0.50653 0.05952 0.76130 -0.190
C -0.18906 -0.80096 -0.24014 -0.026
C -1.62118 -0.57412 -0.66723 -0.627
N 0.85221 0.09763 -0.66238 -0.438
C 2.08760 -0.28821 -1.12690 0.550
O 3.09330 -0.13274 -0.51698 -0.546
H -1.24260 2.92592 2.42509 0.247
H 1.27992 -0.41957 1.37138 0.243
H 0.06383 -1.88935 -0.22716 0.200
H -1.77319 -0.99108 -1.67065 0.223
H -1.92115 0.48130 -0.58240 0.233
H -2.24963 -1.08957 0.08653 0.220
H 1.95112 -0.77641 -2.12694 0.112

***

3.
15
Properties=species:S:1:pos:R:3:nbo_charge:R:1 method="wB97M-V/def2-TZVPD" de_lowest_kcal_mol=93.7 gap_ev=9.3
C 0.48041 -0.71817 -1.29840 -0.075
C 0.43884 -1.61165 0.02455 -0.366
C 0.02129 -0.43760 0.86392 -0.146
C -0.27206 0.41018 1.88005 0.071
C 0.11256 1.64877 0.10628 0.117
C 0.35244 0.33561 -0.26290 -0.131
H -0.60502 -0.58719 -3.16647 0.377
H -0.80804 -2.11008 -2.25424 0.356
H 1.44325 -0.69107 -1.75163 0.190
H -0.18758 -2.52011 -0.01985 0.212
H 1.50162 -2.00837 0.59620 0.225
H -0.71163 0.40829 2.95667 0.212
H 0.19970 2.54072 -0.54472 0.202
N -0.69824 -0.93472 -2.14297 -0.832
O -0.34319 1.71850 1.41298 -0.412

***

4.
16
Properties=species:S:1:pos:R:3:nbo_charge:R:1 method="wB97M-V/def2-TZVPD" de_lowest_kcal_mol=73.4 gap_ev=9.0
N -2.60558 -1.91795 -0.48036 -0.294
C -2.27210 -0.82789 -0.49169 0.247
C -2.12521 0.53275 -0.74863 -0.351
C -1.18367 1.35844 -0.19916 -0.084
C -0.09625 1.17084 0.81264 -0.109
O 0.15871 -0.11663 1.33441 -0.503
C 1.17092 -0.91434 0.79264 0.023
C 1.79196 -0.70111 -0.35322 0.054
O 2.75950 -1.49729 -0.81580 -0.685
H -2.65944 0.92708 -1.61604 0.249
H -1.11169 2.34539 -0.51822 0.196
H 0.70363 1.58483 0.34645 0.184
H -0.43887 1.78712 1.59268 0.209
H 1.32158 -1.67339 1.50492 0.192
H 1.59491 0.25129 -0.92028 0.183
H 2.99160 -2.30915 -0.24033 0.490

***

5.
16
Properties=species:S:1:pos:R:3:nbo_charge:R:1 method="wB97M-V/def2-TZVPD" de_lowest_kcal_mol=64.2 gap_ev=8.7 smiles="CC(C#N)=C1OCCO1"
C 1.57407 1.95078 -0.32404 -0.616
C 1.40176 0.41972 0.03664 -0.298
C 2.53734 -0.37948 -0.14922 0.252
N 3.58268 -0.81878 -0.34665 -0.348
C 0.02347 -0.13971 0.31071 0.661
O -1.03302 0.65675 0.33872 -0.469
C -2.16847 -0.25381 0.05079 -0.102
C -1.58252 -1.69623 0.42909 -0.095
O -0.22196 -1.52299 0.40888 -0.463
H 0.55787 2.17165 -0.71485 0.235
H 2.37726 1.94953 -1.22372 0.222
H 2.11702 2.44614 0.47075 0.231
H -2.26840 -0.20509 -1.03106 0.196
H -3.03178 0.00277 0.63574 0.212
H -2.03477 -2.04550 1.38247 0.180
H -1.83057 -2.53575 -0.27425 0.201

***

6.
18
Properties=species:S:1:pos:R:3:nbo_charge:R:1 method="wB97M-V/def2-TZVPD" de_lowest_kcal_mol=67.3 gap_ev=9.3 smiles="C=C=[S@@]1(=O)CC(=O)N=C(C)O1"
C -1.90896 1.61164 0.45541 -0.421
C -0.80115 0.89690 0.56423 -0.547
S 0.58155 1.49193 -0.36905 1.946
O 0.79175 2.65395 -1.18351 -0.869
C 1.98956 1.25547 0.78216 -0.740
C 2.80997 0.02090 0.41635 0.667
O 4.01016 0.01469 0.43709 -0.502
N 2.03897 -1.07232 0.10039 -0.516
C 1.05399 -0.98139 -0.68512 0.636
C 0.18373 -2.13750 -1.00822 -0.683
O 0.78605 0.17444 -1.35579 -0.682
H -2.05431 2.50645 -0.13593 0.196
H -2.77490 1.27637 1.00858 0.209
H 1.50331 1.11993 1.75002 0.285
H 2.61386 2.14749 0.76784 0.276
H 0.43260 -2.51230 -2.00143 0.245
H -0.85445 -1.81411 -1.01508 0.248
H 0.33764 -2.92857 -0.28122 0.251

***

7.
19
Properties=species:S:1:pos:R:3:nbo_charge:R:1 method="wB97M-V/def2-TZVPD" charge=+2 gap_ev="8.4 / 4.4" s2=2.03 spin_multiplicity=3
Pd 0.09209 0.03555 -0.01485 0.567
O 0.42265 -3.07166 -0.65842 -0.331
C 0.20553 -1.96953 -0.39907 0.494
C 0.56976 2.01024 0.16512 0.490
O 0.93089 3.10507 0.23456 -0.332
C 0.15863 0.30377 -2.04002 0.469
O 0.26466 0.44785 -3.18333 -0.338
C 1.31443 -0.31537 1.58911 0.470
O 2.07302 -0.51316 2.43481 -0.339
C 3.94074 -0.59976 -1.31438 -0.151
H 4.28005 -1.31367 -0.55260 0.237
H 3.71809 -1.01721 -2.30449 0.237
C 4.06014 0.71452 -1.12757 -0.144
H 3.94498 1.43000 -1.96090 0.239
H 4.50907 1.12557 -0.20562 0.240
N -2.15900 0.06335 0.70332 -1.049
H -2.72176 0.66047 0.11117 0.411
H -2.21639 0.47966 1.62327 0.410
H -2.70442 -0.79791 0.77912 0.420

***

8.
19
Properties=species:S:1:pos:R:3:nbo_charge:R:1 method="wB97M-V/def2-TZVPD" de_lowest_kcal_mol=39.5 gap_ev=8.9
C 0.59429 2.45317 1.31294 0.132
C 0.98051 1.16852 1.07660 -0.077
C 2.03437 0.51160 1.94607 0.752
C -1.12554 -0.65184 -0.88021 -0.446
C -0.17080 -1.02365 0.24580 -0.182
C -0.55275 0.77147 -0.83604 -0.155
N 0.36657 0.34620 0.18750 -0.439
O 2.23998 0.81370 3.07343 -0.547
O 2.46995 -0.67307 1.52761 -0.659
O -1.90220 3.41460 -1.08551 -0.907
O -0.42504 3.11513 0.77218 -0.662
S -1.67696 2.45055 -0.05039 1.441
H 1.33290 3.16685 1.70400 0.216
H -1.04085 -1.09551 -1.84915 0.224
H -2.08394 -0.86044 -0.47763 0.222
H -0.63233 -1.27680 1.14225 0.202
H 0.61658 -1.66800 -0.10918 0.188
H -0.03113 1.11419 -1.83405 0.215
H 2.35929 -0.71802 0.55207 0.482

***

9.
19
Properties=species:S:1:pos:R:3:nbo_charge:R:1 method="wB97M-V/def2-TZVPD" gap_ev="6.1 / 5.0" s2=2.02 spin_multiplicity=3
C -2.33134 -1.11931 0.87807 -0.096
C -2.62434 -1.00926 -0.44304 -0.382
C 0.74174 0.53313 -0.31441 0.747
C -1.23139 -0.25318 1.47830 -0.405
C -0.76749 0.78788 -0.08775 -0.189
C 2.91441 1.35166 -0.30288 -0.269
N -1.10765 2.25345 0.08828 0.329
O 1.12399 -0.60743 -0.34579 -0.612
O -0.88058 2.69945 1.17675 -0.411
O -1.62818 2.75584 -0.86674 -0.457
O 1.53434 1.58733 -0.39784 -0.481
S -1.63314 0.02855 -1.46375 0.632
H -2.87446 -1.75095 1.53799 0.227
H -3.44331 -1.39917 -0.92547 0.231
H -1.61046 0.48359 2.24749 0.267
H -0.31708 -0.87388 1.75264 0.253
H 3.31080 2.43396 -0.14539 0.214
H 3.25485 1.03367 -1.35442 0.192
H 3.09631 0.57842 0.44115 0.209

***

10.
20
Properties=species:S:1:pos:R:3:nbo_charge:R:1 method="wB97M-V/def2-TZVPD" de_lowest_kcal_mol=54.4 gap_ev="8.5 / 6.9"
C -1.90749 -1.54927 -0.86204 -0.204
C -0.75330 -1.89214 -0.27916 -0.197
C 0.19346 -0.88992 0.42824 0.057
C -0.62297 0.55820 0.61815 0.112
C -1.14380 0.89932 -0.77964 0.044
C -2.32424 -0.09539 -0.75503 -0.018
O -2.89903 0.14976 0.53071 -0.242
O -1.67661 0.43965 1.46548 -0.238
O -1.49961 2.27175 -0.73966 -0.700
O 1.16851 -0.34830 -0.17913 -0.415
O 2.88538 -2.27111 0.36073 -0.255
N 3.81354 -1.54229 0.02663 0.516
O 5.01474 -1.78705 0.19617 -0.255
H -2.52763 -2.25920 -1.43353 0.224
H -0.28591 -2.85078 -0.48767 0.217
H 0.37067 -1.24344 1.44165 0.177
H 0.16882 1.23590 1.00509 0.240
H -0.34420 0.66230 -1.50757 0.222
H -3.11874 0.11484 -1.47930 0.234
H -1.02637 2.76742 -1.36116 0.480

***

11.
21
Properties=species:S:1:pos:R:3:nbo_charge:R:1 method="wB97M-V/def2-TZVPD" charge=-2 de_lowest_kcal_mol=0.0 gap_ev=7.9 smiles="O=C([O-])CC(O)(CC(=O)[O-])[C@@]1(O)NO1"
O -1.48183 -0.59537 2.65202 -0.795
C -1.16649 -1.50099 1.86113 0.763
O -1.83039 -2.55813 1.70130 -0.799
C 0.10453 -1.27255 0.97217 -0.545
C 0.27968 0.21694 0.38485 0.248
O 0.19763 1.17034 1.44420 -0.762
C 1.61825 0.23845 -0.29830 -0.538
C 1.92126 1.15995 -1.49239 0.773
O 2.73101 2.09947 -1.31606 -0.782
O 1.32344 0.96392 -2.53323 -0.786
C -0.91711 0.44798 -0.68630 0.549
O -0.77983 -0.43068 -1.71447 -0.762
N -2.17644 0.68664 -0.22786 -0.339
O -1.43230 1.70028 -0.98334 -0.409
H 0.89822 -1.37383 1.73510 0.205
H 0.22511 -1.94106 0.09589 0.215
H -0.78233 0.93225 1.79308 0.516
H 2.30716 0.43055 0.43200 0.220
H 1.89533 -0.83632 -0.63217 0.193
H -0.08620 0.13005 -2.18348 0.513
H -2.84871 0.33211 -1.00415 0.323

***

12.
22
Properties=species:S:1:pos:R:3:nbo_charge:R:1 method="wB97M-V/def2-TZVPD" charge=-2 de_lowest_kcal_mol=8.7 gap_ev=5.8 smiles="COCCOC(C#N)=[S@](=O)([O-])OC(=O)[O-]"
C 1.85938 2.24288 0.79678 -0.252
O 0.55025 2.75528 0.59715 -0.562
C -0.29374 1.75606 0.09432 -0.096
C -0.45936 0.54330 1.09286 -0.112
O 0.64370 -0.27403 0.95744 -0.570
C 0.60220 -1.67293 0.68109 -0.367
C 0.71490 -2.59405 1.68682 0.236
N 0.85273 -3.37396 2.56441 -0.549
S -0.67523 -2.09578 -0.58703 2.285
O -2.00356 -1.70667 -0.01379 -1.009
O -0.56077 -3.54618 -0.90517 -0.975
O -0.38509 -1.17817 -1.84362 -0.855
C -1.30077 -0.76072 -3.03476 0.996
O -0.75675 0.18908 -3.55827 -0.728
O -2.24536 -1.48818 -3.18724 -0.701
H 2.08328 1.80692 -0.14161 0.179
H 2.00835 1.47874 1.58077 0.196
H 2.39320 3.29421 1.03120 0.144
H -1.24641 2.19045 0.15963 0.167
H 0.07044 1.37331 -0.85271 0.200
H -1.36619 0.01529 0.79832 0.237
H -0.48520 1.04517 2.08342 0.139